<P>
The following is a DFT calculation (ωB97M-V/def2-TZVPD) of a structure of composition C45H37ClN4P3PbSe.

Output
**Charge**: +1
**HOMO level**: -10.690 eV
**Orbital gap**: 0.276 Ha
**Multiplicity**: 1

Last column: Löwdin charge in e.
Cartesian coordinates (Å):
Pb -1.752 -1.429 0.288  0.9397
Se -0.212 -2.353 -2.278  0.3069
Cl -1.158 -4.008 1.021  0.6735
P -2.357 0.435 -2.200  0.9043
P 0.521 -1.315 1.921  1.0693
P 0.500 -0.351 -2.294  0.4669
N -2.856 -1.402 2.204  -0.1017
N -0.680 0.864 -2.410  -0.4804
N -4.118 1.337 5.641  0.1143
N -4.089 -0.607 4.128  0.1154
C -0.940 1.782 4.109  -0.0597
C 1.441 -0.781 -4.849  -0.0988
C 1.444 0.010 -0.785  -0.3455
C 3.462 0.157 -5.745  -0.0589
C -0.303 2.120 -3.088  -0.1213
C 3.689 0.827 -4.552  -0.0607
C -0.178 -4.984 4.730  -0.0463
C 1.147 1.183 5.133  -0.0523
C -4.647 1.794 0.845  -0.0645
C 2.266 -1.469 1.182  -0.3567
C -4.137 1.132 -0.259  -0.1464
C -3.100 1.266 -3.647  -0.3730
C 3.806 -0.537 -0.055  -0.1841
C -0.716 0.838 3.116  -0.1076
C 3.389 -0.385 1.444  -0.1693
C 2.382 -1.079 -0.346  -0.2352
C -4.090 0.433 4.919  -0.3748
C -2.784 0.725 -4.894  -0.1110
C 2.786 -2.871 1.399  -0.0586
C 0.422 0.036 3.142  -0.3599
C -0.493 -3.885 2.631  -0.6187
C -0.731 -4.966 3.462  -0.0877
C 4.964 -2.746 0.149  -0.0761
C 0.273 -2.787 3.026  -0.3713
C 1.671 -0.110 -3.650  -0.3414
C 0.827 -2.846 4.306  -0.0615
C -2.675 3.165 0.923  -0.0736
C 2.091 1.716 0.939  -0.0676
C 2.335 -0.640 -5.897  -0.0577
C 1.373 0.243 4.142  -0.1208
C -3.454 -1.004 3.147  -0.3456
C -0.019 1.937 5.132  -0.0456
C 4.921 -1.497 -0.310  -0.0285
C 1.331 1.211 -0.191  -0.0815
C -3.912 2.810 1.442  -0.0659
C 3.933 -3.389 0.952  -0.0619
C -4.435 2.948 -4.726  -0.0674
C -3.941 2.371 -3.564  -0.0786
C 2.978 1.034 1.670  -0.0449
C -4.093 2.428 -5.965  -0.0710
C -2.893 1.486 -0.795  -0.4492
C -3.273 1.310 -6.049  -0.0716
C 2.797 0.695 -3.500  -0.0808
C 0.615 -3.927 5.144  -0.0443
C -2.166 2.507 -0.190  -0.0940
H -4.471 2.890 -6.868  0.1093
H 5.825 -3.359 -0.092  0.1070
H 2.152 -3.536 1.967  0.0859
H 1.435 -2.033 4.662  0.0882
H -2.151 -0.155 -4.950  0.1019
H -0.360 2.028 -4.173  0.0892
H -1.340 -5.789 3.115  0.1143
H -5.085 3.811 -4.662  0.1098
H 3.498 1.563 2.459  0.1233
H 1.882 1.321 5.916  0.1141
H -1.202 2.799 -0.581  0.0791
H 4.171 0.248 -6.557  0.1127
H 0.714 2.403 -2.816  0.0749
H -5.612 1.514 1.249  0.1165
H -1.841 2.381 4.091  0.0990
H 4.137 -0.712 2.164  0.1514
H 2.974 1.213 -2.564  0.0997
H 2.339 -1.928 -1.024  0.1076
H 1.903 2.750 1.200  0.1164
H -4.208 2.783 -2.600  0.1017
H 4.020 0.419 -0.530  0.1381
H -4.702 0.327 -0.720  0.1109
H 4.566 1.452 -4.438  0.1115
H 1.067 -3.937 6.126  0.1174
H -1.439 0.729 2.319  0.0563
H -0.365 -5.823 5.386  0.1189
H 0.577 -1.426 -4.943  0.0749
H 2.158 -1.163 -6.827  0.1131
H 5.743 -1.122 -0.907  0.1130
H 2.305 -0.309 4.139  0.1081
H -3.020 0.895 -7.016  0.1090
H -0.208 2.650 5.924  0.1166
H -0.984 2.911 -2.781  0.0829
H 4.134 -4.422 1.211  0.1108
H -4.303 3.321 2.313  0.1143
H 0.630 1.916 -0.620  0.0730
H -2.103 3.961 1.382  0.1128



<Q>
The following is a DFT calculation (ωB97M-V/def2-TZVPD) of a structure of composition C45H37ClN4P3PbSe.

Output
**Charge**: +1
**HOMO level (alpha / beta)**: -11.018 / -10.117 eV
**Orbital gap (alpha / beta)**: 0.204 / 0.202 Ha
**Multiplicity**: 1

Last column: Löwdin charge in e.
Cartesian coordinates (Å):
Pb 1.570 -0.081 -1.109  0.6533
Se 2.729 -2.149 -2.417  0.0988
Cl 4.669 -0.046 0.300  0.7008
P -1.413 -2.528 -0.575  1.0449
P -0.924 -0.229 -2.302  0.8562
P 1.980 1.186 1.618  1.0060
N 2.403 1.535 -2.320  -0.0844
N -1.883 -0.890 -1.049  -0.5056
N 6.718 3.112 -1.986  0.1241
N 4.337 2.955 -2.633  0.1268
C -1.907 -2.375 -3.877  -0.0940
C 4.444 4.374 0.787  -0.0613
C 0.833 -2.528 2.835  -0.0812
C -3.041 -3.342 -0.446  -0.3940
C -0.316 0.858 3.102  -0.1044
C 5.610 3.004 -2.300  -0.3599
C -3.013 -4.735 -0.535  -0.1018
C -3.258 0.946 -3.210  -0.0843
C 5.298 -0.961 2.738  -0.0880
C -2.037 3.371 -3.838  -0.0637
C -0.964 -2.407 1.209  -0.3636
C 3.058 0.132 3.974  -0.0738
C 2.304 4.750 -0.254  -0.0672
C -2.262 0.125 -0.049  -0.1540
C 3.248 0.341 2.608  -0.3742
C -0.798 -3.058 -5.902  -0.0579
C -1.833 -3.202 -4.986  -0.0565
C -1.331 1.242 3.965  -0.0604
C -1.440 -2.277 3.575  -0.0840
C 4.374 -0.239 2.006  -0.6350
C -1.322 2.516 4.518  -0.0588
C -1.293 2.359 -3.245  -0.0813
C -0.926 -1.405 -3.679  -0.3765
C -0.084 -2.379 3.866  -0.0772
C 0.393 -2.542 1.516  -0.1291
C -4.259 -2.696 -0.245  -0.1032
C 3.604 5.164 0.017  -0.0624
C -5.419 -3.440 -0.075  -0.0732
C -1.880 -2.303 2.259  -0.0938
C -0.282 3.393 4.228  -0.0572
C -1.907 1.151 -2.932  -0.3508
C 0.111 -1.259 -4.600  -0.1400
C 0.736 3.015 3.365  -0.0650
C 3.979 -0.591 4.714  -0.0613
C -5.378 -4.827 -0.132  -0.0733
C 2.691 2.746 1.029  -0.4193
C 5.098 -1.131 4.099  -0.0524
C -3.381 3.171 -4.111  -0.0599
C 0.172 -2.086 -5.714  -0.0610
C -4.177 -5.475 -0.384  -0.0703
C 1.848 3.544 0.252  -0.1341
C -3.993 1.962 -3.795  -0.0583
C 3.995 3.158 1.285  -0.0838
C 0.720 1.742 2.798  -0.3699
C 3.394 2.181 -2.443  -0.3577
H 0.981 -1.976 -6.424  0.1152
H -4.147 -6.554 -0.468  0.1093
H 1.108 -2.717 0.717  0.0719
H 0.247 -2.365 4.897  0.1155
H 1.885 -2.667 3.056  0.1093
H -0.752 -3.706 -6.768  0.1129
H 3.824 -0.732 5.775  0.1142
H -4.318 -1.614 -0.233  0.0938
H -6.284 -5.400 0.016  0.1092
H -2.944 -2.288 2.056  0.1047
H 1.539 3.707 3.142  0.1136
H -2.489 -0.343 0.903  0.0576
H 0.828 3.220 0.058  0.1037
H 4.658 2.538 1.877  0.1032
H -2.124 2.828 5.175  0.1118
H -2.067 -5.234 -0.720  0.1032
H -2.160 -2.193 4.380  0.1143
H -3.718 -0.007 -2.971  0.1081
H -2.587 -3.965 -5.136  0.1131
H -1.565 4.312 -4.092  0.1119
H -6.360 -2.934 0.104  0.1082
H -2.126 0.545 4.207  0.1044
H 6.162 -1.385 2.245  0.1152
H -0.263 4.378 4.675  0.1132
H -0.237 2.504 -3.036  0.0888
H 0.873 -0.501 -4.445  0.0852
H -5.042 1.810 -4.019  0.1125
H 5.821 -1.688 4.680  0.1173
H -0.314 -0.138 2.669  0.0649
H -3.140 0.679 -0.388  0.0830
H -2.729 -2.482 -3.181  0.0899
H 3.965 6.102 -0.384  0.1151
H 5.457 4.697 0.989  0.1162
H -3.959 3.960 -4.578  0.1126
H -1.456 0.853 0.124  0.0658
H 1.655 5.356 -0.873  0.1118
H 2.181 0.545 4.454  0.1074



Stability comparison, relative energies in kcal/mol: <P> 4.9; <Q> 0.0



<P>
The following is a DFT calculation (ωB97M-V/def2-TZVPD) of a cluster of 2 separate species, C8H12NP in total.

Output
**Charge**: 0
**HOMO level**: -8.472 eV
**Orbital gap**: 0.334 Ha
**Multiplicity**: 1

Last column: Löwdin charge in e.
Cartesian coordinates (Å):
P -1.921 -0.131 -0.409  0.8463
N 0.487 1.735 -0.279  0.0595
C 2.860 1.041 -1.360  -0.0872
C -2.748 0.127 1.165  -0.3830
C -0.052 -1.980 -0.101  -0.2244
C 2.023 0.051 -1.017  -0.0461
C 2.525 2.410 -1.148  -0.0441
C 1.281 2.679 -0.608  -0.1770
C -0.244 -0.515 0.125  -0.5795
C 0.821 0.432 -0.417  -0.3155
H -1.956 0.456 1.905  0.0211
H -0.121 -0.155 1.607  0.2171
H 0.972 3.705 -0.480  0.1070
H 2.470 -1.008 -1.128  0.1460
H -3.100 -0.816 1.602  0.0300
H 3.873 0.865 -1.576  0.0896
H 3.154 3.211 -1.528  0.0983
H -3.369 1.046 0.979  0.0442
H -0.955 -2.679 0.135  0.0884
H 0.073 -2.066 -1.209  0.0765
H 0.810 -2.554 0.425  0.0983
H -1.655 1.202 -0.676  -0.0657



<Q>
The following is a DFT calculation (ωB97M-V/def2-TZVPD) of an isolated molecule of C8H12NP.

Output
**Charge**: 0
**HOMO level**: -8.796 eV
**Orbital gap**: 0.359 Ha
**Multiplicity**: 1

Last column: Löwdin charge in e.
Cartesian coordinates (Å):
P 1.702 1.112 -0.453  0.8932
N -1.376 0.476 1.148  0.1222
C -0.732 -0.042 0.140  -0.4119
C -3.336 0.429 -0.093  -0.0916
C 3.243 0.192 -0.810  -0.3753
C 0.722 -0.339 0.264  -0.5504
C 1.195 -0.714 1.660  -0.1316
C -1.321 -0.280 -1.044  -0.0613
C -2.678 -0.031 -1.207  -0.0429
C -2.684 0.713 1.076  -0.1065
H 0.620 -1.557 1.953  0.0695
H 3.325 -0.505 -1.628  0.0309
H -4.344 0.485 -0.154  0.0657
H -0.627 -0.765 -1.770  0.1227
H -3.394 -0.051 -2.057  0.1243
H 2.197 -1.023 1.867  0.0593
H -3.057 1.313 1.878  0.1041
H 0.983 0.167 2.206  0.0533
H 1.079 0.960 -1.761  -0.0477
H 1.029 -1.296 -0.346  0.1393
H 3.506 -0.263 0.139  0.0141
H 3.948 1.020 -1.006  0.0206



Stability comparison, relative energies in kcal/mol: <P> 35.9; <Q> 0.0